The following is a DFT calculation (ωB97M-V with the def2-TZVPD basis set) of a single C18H22N2O6S molecule.

**Structure (SMILES)**: CCOC(=O)[C@H](C)Sc1nc2ccccc2c(=O)n1O[C@H](C)C(=O)OCC
**Total charge**: 0
**Highest occupied orbital energy**: -8.4 eV
**Energy above the lowest of the compared OMol25 structures with the same formula, charge and spin**: 47.9 kcal per mole
**Maximum force**: 0.0139 Eh/bohr

Geometry (Å):
C -4.344 -2.151 2.085
C -3.833 -1.695 0.727
O -3.813 -0.269 0.617
C -2.783 0.351 1.176
O -1.916 -0.188 1.814
C -2.864 1.863 0.996
C -3.760 2.327 -0.135
S -1.147 2.465 0.821
C -0.595 1.331 -0.381
N -1.425 0.550 -0.967
C -0.938 -0.329 -1.897
C -1.824 -1.209 -2.527
C -1.355 -2.094 -3.471
C -0.003 -2.123 -3.811
C 0.881 -1.260 -3.202
C 0.425 -0.355 -2.242
C 1.363 0.546 -1.583
O 2.553 0.625 -1.786
N 0.742 1.365 -0.633
O 1.515 2.220 0.131
C 2.037 1.602 1.319
C 2.829 2.681 2.032
C 2.868 0.371 0.922
O 2.365 -0.717 0.789
O 4.141 0.658 0.738
C 4.975 -0.393 0.240
C 5.389 -1.352 1.346
H -3.661 -1.825 2.866
H -4.406 -3.235 2.104
H -5.330 -1.734 2.278
H -2.820 -2.074 0.555
H -4.496 -2.028 -0.074
H -3.189 2.292 1.950
H -3.425 1.893 -1.073
H -3.733 3.412 -0.209
H -4.783 2.008 0.052
H -2.867 -1.171 -2.255
H -2.041 -2.773 -3.955
H 0.349 -2.823 -4.553
H 1.932 -1.260 -3.446
H 1.198 1.242 1.934
H 3.642 3.016 1.395
H 3.234 2.288 2.960
H 2.173 3.520 2.246
H 4.430 -0.922 -0.547
H 5.839 0.119 -0.187
H 4.514 -1.855 1.749
H 5.888 -0.812 2.147
H 6.069 -2.098 0.944



The following is a DFT calculation (ωB97M-V with the def2-TZVPD basis set) of a single C2H5NO2 molecule.

**Structure (SMILES)**: [NH3+]/C([O-])=C\O
**Total charge**: 0
**Highest occupied orbital energy**: -7.7 eV
**Energy above the lowest of the compared OMol25 structures with the same formula, charge and spin**: 76.3 kcal per mole
**Maximum force**: 0.0407 Eh/bohr

Geometry (Å):
N 1.198 0.048 -0.459
C 0.079 -0.804 0.403
O 0.426 -1.873 0.846
C -1.081 -0.134 0.053
O -1.112 1.284 -0.058
H 1.927 -0.574 -0.829
H 1.645 0.822 0.029
H 0.332 0.235 -1.044
H -2.026 -0.605 0.245
H -1.389 1.600 0.814



The following is a DFT calculation (ωB97M-V with the def2-TZVPD basis set) of a gas-phase ion, C3H7N2S (charge +1).

**Structure (SMILES)**: [H]/N=[N+](/C)CC=S
**Total charge**: +1
**Highest occupied orbital energy**: -13.6 eV
**Energy above the lowest of the compared OMol25 structures with the same formula, charge and spin**: 97.4 kcal per mole
**Maximum force**: 0.0967 Eh/bohr

Geometry (Å):
H -1.620 0.781 -1.507
N -1.552 -0.175 -1.199
N -0.714 -0.207 -0.299
C -0.527 -1.436 0.361
C -0.024 0.887 0.286
C 1.691 0.955 0.124
S 2.498 -0.316 -0.318
H -0.575 -1.385 1.452
H 0.579 -1.636 0.265
H -1.085 -2.209 -0.187
H -0.503 1.001 1.262
H -0.312 1.772 -0.426
H 2.145 1.967 0.187



The following is a DFT calculation (ωB97M-V with the def2-TZVPD basis set) of a molecular structure, C17H36MnN6O4SSi4Te.

**2S+1**: 6
**Total charge**: 0
**Highest occupied orbital energy (alpha / beta)**: -7.3 / -7.4 eV
**Energy above the lowest of the compared OMol25 structures with the same formula, charge and spin**: 6.3 kcal per mole
**Maximum force**: 0.0104 Eh/bohr
**⟨S²⟩**: 8.76

Geometry (Å):
Mn -0.554 -1.641 -0.213
O -5.723 -4.506 -0.134
C -5.957 -3.246 -0.458
O -7.065 -2.826 -0.677
C -4.783 -2.325 -0.546
C -4.895 -1.013 -0.953
N -3.666 -0.482 -0.933
N -2.748 -1.362 -0.526
C -3.408 -2.492 -0.289
C -2.589 -3.672 0.150
O -3.098 -4.802 0.141
O -1.389 -3.417 0.470
H -4.755 -4.682 0.009
H -5.770 -0.456 -1.243
H -3.388 0.466 -1.139
C 0.031 -6.937 0.213
C 0.704 -5.699 -0.237
N 1.781 -5.174 0.264
N 1.943 -4.017 -0.442
C 0.989 -3.799 -1.342
S 0.769 -2.376 -2.274
N 0.208 -4.904 -1.250
N -0.972 -5.079 -1.957
H 0.659 -7.434 0.947
H -0.152 -7.610 -0.624
H -0.928 -6.682 0.669
H 2.687 -3.378 -0.214
H -1.704 -5.378 -1.316
H -0.833 -5.776 -2.680
C 2.966 4.818 1.716
Si 2.470 3.092 2.277
C 4.023 2.099 2.625
C 1.461 3.244 3.852
Si 1.193 1.984 0.661
Te 0.717 -0.232 1.756
Si -0.865 3.054 0.379
C -0.680 4.904 0.104
C -1.747 2.326 -1.131
C -1.977 2.760 1.858
Si 2.373 1.705 -1.344
C 1.197 1.331 -2.767
C 3.581 0.287 -1.143
C 3.318 3.263 -1.805
H 3.525 5.324 2.508
H 2.095 5.431 1.478
H 3.603 4.784 0.831
H 4.554 2.508 3.489
H 4.705 2.124 1.771
H 3.780 1.056 2.836
H 2.071 3.646 4.665
H 1.074 2.272 4.164
H 0.611 3.917 3.709
H -0.024 5.121 -0.742
H -0.258 5.386 0.988
H -1.651 5.365 -0.093
H -1.439 2.821 -2.053
H -2.831 2.453 -1.030
H -1.501 1.266 -1.233
H -1.544 3.181 2.767
H -2.119 1.691 2.026
H -2.955 3.224 1.705
H 0.456 0.575 -2.496
H 1.745 0.958 -3.636
H 0.661 2.233 -3.069
H 3.034 -0.635 -0.944
H 4.260 0.465 -0.306
H 4.178 0.145 -2.048
H 2.645 4.113 -1.938
H 3.846 3.104 -2.750
H 4.058 3.534 -1.051



The following is a DFT calculation (ωB97M-V with the def2-TZVPD basis set) of a single C4H5BrN4O2 molecule.

**Total charge**: 0
**Highest occupied orbital energy (alpha / beta)**: -8.6 / -8.6 eV
**Energy above the lowest of the compared OMol25 structures with the same formula, charge and spin**: 55.2 kcal per mole
**Maximum force**: 0.0879 Eh/bohr

Geometry (Å):
C 0.418 -1.774 -0.465
C -1.102 1.652 -0.411
C 1.059 0.523 0.149
C 0.234 -0.244 1.174
N 1.093 -0.625 -0.802
N -0.051 -1.489 0.811
N 0.262 1.614 -0.361
N -1.660 0.790 0.547
O 0.308 -2.743 -1.163
O -1.740 2.438 -1.067
Br -2.749 -0.547 0.315
H 2.127 0.852 0.507
H 0.319 -0.006 2.227
H 1.354 -0.568 -1.871
H -0.447 -2.284 1.251
H 0.574 2.411 -0.842



The following is a DFT calculation (ωB97M-V with the def2-TZVPD basis set) of a gas-phase ion, C6H11N4O (charge +1).

**2S+1**: 3
**Total charge**: +1
**Highest occupied orbital energy (alpha / beta)**: -8.7 / -13.6 eV
**Energy above the lowest of the compared OMol25 structures with the same formula, charge and spin**: 52.6 kcal per mole
**Maximum force**: 0.1584 Eh/bohr
**⟨S²⟩**: 2.01

Geometry (Å):
C -1.124 -1.816 -1.512
C -0.265 -0.177 -0.316
C -1.401 -0.938 0.487
C 1.052 0.082 0.443
C 0.012 1.356 -0.947
C 2.360 2.079 -0.376
N -0.146 -1.012 -1.481
N -1.630 -1.190 1.737
N -2.404 -2.168 2.121
N 1.082 1.524 0.072
O -1.953 -1.814 -0.479
H -1.318 -2.499 -2.320
H 1.021 -0.104 1.514
H 1.878 -0.459 -0.017
H 0.415 1.191 -1.939
H -0.778 2.097 -0.920
H 2.729 1.507 -1.226
H 2.234 3.118 -0.677
H 3.086 2.026 0.434
H -2.668 -2.143 3.091
H -2.908 -2.747 1.462
H 0.725 2.087 0.848



The following is a DFT calculation (ωB97M-V with the def2-TZVPD basis set) of a molecular structure, C39H55BIrN7PS2Se2.

**2S+1**: 6
**Total charge**: +2
**Highest occupied orbital energy (alpha / beta)**: -12.6 / -12.5 eV
**Maximum force**: 0.0237 Eh/bohr
**⟨S²⟩**: 8.76

Geometry (Å):
Ir 0.101 0.288 -0.113
C 4.833 -2.421 0.006
C 4.036 -1.165 -0.011
C 4.505 0.140 0.012
C 3.385 0.967 -0.024
N 2.289 0.186 -0.067
N 2.694 -1.116 -0.057
B 1.701 -2.298 -0.082
N 0.823 -2.236 1.184
N -0.013 -1.204 1.482
C -0.515 -1.407 2.708
C -0.003 -2.606 3.196
C 0.851 -3.093 2.220
C 1.719 -4.298 2.316
C -1.448 -0.457 3.415
C -1.899 -1.060 4.746
C -0.726 0.875 3.674
C -2.684 -0.212 2.541
N 0.895 -2.233 -1.402
N 0.052 -1.207 -1.725
C -0.377 -1.404 -2.986
C 0.194 -2.580 -3.464
C 1.012 -3.061 -2.462
C 1.909 -4.252 -2.568
C -1.316 -0.541 -3.786
C -2.698 -1.213 -3.794
C -1.444 0.865 -3.216
C -0.791 -0.422 -5.224
C 3.430 2.474 -0.024
C 2.034 3.082 -0.051
C 4.164 2.935 1.245
C 4.211 2.928 -1.268
H 5.891 -2.170 0.031
H 4.601 -3.027 0.882
H 4.644 -3.020 -0.885
H 5.536 0.445 0.047
H 2.306 -3.314 -0.058
H -0.208 -3.070 4.144
H 1.456 -4.858 3.211
H 1.617 -4.952 1.453
H 2.767 -4.005 2.398
H -1.045 -1.263 5.393
H -2.554 -0.363 5.267
H -2.449 -1.989 4.584
H 0.101 0.735 4.372
H -0.328 1.286 2.744
H -1.420 1.600 4.102
H -3.154 -1.155 2.252
H -3.412 0.401 3.075
H -2.372 0.316 1.633
H 0.063 -3.026 -4.434
H 2.390 -4.240 -3.545
H 2.683 -4.262 -1.806
H 1.343 -5.183 -2.513
H -3.041 -1.409 -2.776
H -3.423 -0.562 -4.288
H -2.672 -2.163 -4.329
H -1.935 0.831 -2.247
H -0.468 1.350 -3.116
H -2.056 1.472 -3.885
H -0.709 -1.395 -5.707
H -1.479 0.183 -5.815
H 0.189 0.058 -5.236
H 1.471 2.785 0.839
H 2.099 4.170 -0.060
H 1.494 2.768 -0.950
H 3.663 2.567 2.142
H 5.192 2.573 1.254
H 4.191 4.024 1.286
H 3.743 2.554 -2.181
H 4.239 4.018 -1.315
H 5.238 2.566 -1.237
Se -3.972 0.087 -0.137
P -3.283 2.157 0.091
Se -1.054 2.413 0.040
C -3.961 2.977 -1.381
C -5.240 2.617 -1.811
C -5.712 3.093 -3.023
C -4.914 3.916 -3.807
C -3.656 4.299 -3.362
C -3.172 3.829 -2.152
C -3.839 2.814 1.690
C -5.089 2.434 2.175
C -5.504 2.883 3.417
C -4.676 3.694 4.180
C -3.434 4.077 3.693
C -3.011 3.642 2.448
H -5.871 1.977 -1.205
H -6.702 2.818 -3.359
H -5.276 4.263 -4.766
H -3.043 4.956 -3.963
H -2.191 4.137 -1.818
H -5.735 1.787 1.593
H -6.476 2.596 3.795
H -4.999 4.032 5.156
H -2.788 4.715 4.281
H -2.046 3.962 2.085
S -2.563 -3.365 0.177
C -2.199 -4.971 0.374
N -1.096 -5.560 -0.093
C -1.011 -7.013 -0.017
C -1.958 -7.430 1.102
S -3.224 -6.110 1.191
H -0.451 -5.018 -0.640
H 0.014 -7.317 0.203
H -1.304 -7.465 -0.969
H -1.462 -7.484 2.069
H -2.448 -8.378 0.899



The following is a DFT calculation (ωB97M-V with the def2-TZVPD basis set) of a molecular structure, C24H25IrN11P.

**Total charge**: +2
**Highest occupied orbital energy**: -13.4 eV
**Energy above the lowest of the compared OMol25 structures with the same formula, charge and spin**: 0.0 kcal per mole
**Maximum force**: 0.0454 Eh/bohr

Geometry (Å):
Ir 0.135 0.677 -0.015
C 2.803 -3.779 2.081
N 2.559 -2.368 1.783
C 3.414 -1.341 2.061
C 2.822 -0.202 1.595
N 1.617 -0.527 1.043
C 1.478 -1.841 1.163
P 0.085 -2.790 0.479
C -1.254 -1.721 1.098
N -1.327 -0.405 0.908
C -2.502 0.028 1.460
C -3.141 -1.048 2.001
N -2.351 -2.138 1.766
C -2.662 -3.511 2.164
C 0.113 -2.070 -1.194
N 0.101 -0.767 -1.477
C 0.105 -0.644 -2.836
C 0.140 -1.893 -3.383
N 0.141 -2.778 -2.344
C 0.190 -4.234 -2.479
H 3.635 -3.843 2.776
H 3.056 -4.321 1.172
H 1.925 -4.221 2.543
H 4.354 -1.501 2.560
H 3.196 0.807 1.625
H -2.812 1.057 1.405
H -4.084 -1.127 2.514
H -3.626 -3.511 2.663
H -1.908 -3.885 2.852
H -2.717 -4.154 1.288
H 0.032 0.310 -3.328
H 0.144 -2.216 -4.409
H -0.063 -4.490 -3.504
H -0.533 -4.696 -1.812
H 1.189 -4.602 -2.256
N 2.163 3.694 -2.011
C 1.626 2.479 -2.110
N 1.566 1.944 -0.896
C 1.824 3.024 -0.082
N 2.193 4.096 -0.724
C 1.367 2.979 1.302
C 1.810 3.811 2.317
N 1.322 3.725 3.548
C 0.389 2.808 3.762
C -0.069 1.962 2.759
N 0.410 2.055 1.518
H 2.207 4.407 -2.727
H 1.649 1.916 -3.029
H 2.574 4.552 2.121
H -0.011 2.727 4.764
H -0.824 1.215 2.950
C -2.842 2.845 -3.197
C -1.752 3.538 -2.682
C -0.976 2.980 -1.674
C -1.258 1.706 -1.152
C -2.381 1.052 -1.655
C -3.174 1.617 -2.652
H -3.439 3.275 -3.989
H -1.506 4.518 -3.074
H -0.428 3.676 -1.042
H -2.651 0.067 -1.289
H -4.043 1.081 -3.013



The following is a DFT calculation (ωB97M-V with the def2-TZVPD basis set) of a molecular structure, C33H42N4O10P2PdTe.

**2S+1**: 2
**Total charge**: +1
**Highest occupied orbital energy (alpha / beta)**: -11.4 / -11.2 eV
**Maximum force**: 0.0135 Eh/bohr
**⟨S²⟩**: 0.76

Geometry (Å):
Pd 0.650 0.445 -0.392
N -0.998 1.515 -4.424
C -0.548 0.619 -3.283
C -0.750 -0.832 -3.669
P 1.254 1.123 -3.134
O 1.974 -0.263 -2.769
O 1.590 1.586 -4.506
O 1.277 2.021 -1.933
P -1.577 1.271 -1.799
O -2.771 0.188 -1.930
O -1.881 2.653 -2.242
O -1.917 1.405 -0.096
H -1.685 1.066 -5.024
H -0.115 1.738 -4.944
H -1.396 2.369 -3.990
H -0.131 -1.064 -4.538
H -1.795 -1.043 -3.902
H -0.443 -1.477 -2.850
H 2.683 -0.500 -3.383
H -3.613 0.590 -1.658
C -0.558 3.583 3.754
C -1.289 4.457 2.742
C -0.650 4.503 1.324
C -1.428 5.477 0.422
C -0.821 5.618 -0.969
C 0.778 5.012 1.479
O 1.015 6.153 1.773
N 1.792 4.090 1.302
C 1.645 2.766 0.959
O 2.572 2.007 0.862
N 0.332 2.302 0.709
C -0.651 3.108 0.772
O -1.867 2.734 0.375
H -1.102 3.574 4.698
H 0.445 3.960 3.961
H -0.470 2.547 3.417
H -1.314 5.491 3.087
H -2.323 4.127 2.624
H -1.427 6.437 0.937
H -2.462 5.134 0.361
H 0.187 6.033 -0.917
H -1.421 6.298 -1.572
H -0.782 4.661 -1.491
H 2.741 4.423 1.410
C -6.791 -5.940 -0.674
C -5.735 -4.911 -0.383
C -5.603 -4.352 0.876
C -4.628 -3.409 1.178
C -4.651 -2.837 2.575
C -3.721 -3.034 0.161
Te -2.274 -1.651 0.829
N -0.721 -1.460 -0.355
C 0.353 -2.313 -0.194
O 1.474 -1.796 -0.196
C 0.282 -3.793 -0.066
C 1.311 -4.445 0.613
C 1.273 -5.820 0.758
C 0.227 -6.554 0.207
C -0.780 -5.909 -0.495
C -0.750 -4.528 -0.622
C -1.411 -2.770 2.397
C -1.602 -4.145 2.476
C -0.981 -4.870 3.475
C -0.158 -4.213 4.381
C 0.028 -2.846 4.292
C -0.597 -2.085 3.302
C -0.335 -0.602 3.263
C -3.887 -3.530 -1.147
C -3.099 -3.057 -2.344
C -4.884 -4.466 -1.384
H -7.411 -6.131 0.200
H -6.335 -6.883 -0.979
H -7.438 -5.612 -1.488
H -6.297 -4.642 1.658
H -5.673 -2.852 2.949
H -4.310 -1.800 2.628
H -4.035 -3.420 3.259
H 2.124 -3.861 1.022
H 2.064 -6.326 1.295
H 0.205 -7.631 0.317
H -1.581 -6.480 -0.948
H -1.511 -4.015 -1.182
H -2.241 -4.649 1.762
H -1.132 -5.939 3.541
H 0.339 -4.771 5.165
H 0.670 -2.344 5.006
H -0.284 -0.204 4.276
H -1.103 -0.043 2.729
H 0.620 -0.392 2.776
H -2.410 -2.254 -2.109
H -3.788 -2.683 -3.104
H -2.542 -3.874 -2.802
H -5.009 -4.847 -2.392



The following is a DFT calculation (ωB97M-V with the def2-TZVPD basis set) of 3 unconnected molecules or ions with the total composition C4H10N2O2.

**2S+1**: 2
**Total charge**: +1
**Highest occupied orbital energy (alpha / beta)**: -15.1 / -15.1 eV
**Energy above the lowest of the compared OMol25 structures with the same formula, charge and spin**: 43.5 kcal per mole
**Maximum force**: 0.0809 Eh/bohr
**⟨S²⟩**: 0.76

Geometry (Å):
C 0.646 -0.210 1.315
C -0.531 -0.056 0.425
C -1.938 0.061 0.415
N -2.465 0.037 -0.870
C -1.350 0.092 -1.677
N -0.224 -0.035 -0.916
H 0.710 0.290 2.228
H 1.433 0.275 0.735
H 0.812 -1.304 1.754
H -2.553 0.191 1.334
H -1.309 0.115 -2.712
H 0.679 -0.251 -1.217
H 0.676 -2.847 -0.744
H 2.035 -3.521 -0.874
O 1.624 -2.676 -0.557
H 0.663 3.845 0.949
H 0.103 2.788 0.106
O 0.989 3.205 0.307



The following is a DFT calculation (ωB97M-V with the def2-TZVPD basis set) of a molecular structure, C4H12FeN2O10.

**2S+1**: 5
**Total charge**: 0
**Highest occupied orbital energy (alpha / beta)**: -9.2 / -9.1 eV
**Energy above the lowest of the compared OMol25 structures with the same formula, charge and spin**: 6.2 kcal per mole
**Maximum force**: 0.0267 Eh/bohr
**⟨S²⟩**: 6.01

Geometry (Å):
Fe -0.194 0.054 -0.160
N 2.964 0.287 -1.046
O 3.469 -0.838 -1.134
O 1.683 0.361 -0.876
O 3.620 1.336 -1.031
N -2.887 -0.684 1.404
O -2.479 -1.389 2.338
O -2.077 -0.410 0.434
O -3.992 -0.175 1.383
C 0.401 -2.751 0.552
C 0.515 -2.655 -0.949
O -0.322 -1.601 -1.518
O 0.529 -1.449 1.117
H 1.247 -3.367 0.870
H -0.516 -3.238 0.890
H 0.283 -3.608 -1.428
H 1.554 -2.431 -1.219
H -0.337 -1.825 -2.453
H 0.923 -1.509 1.990
C -0.474 2.878 0.772
C -0.263 2.825 -0.718
O -0.981 1.721 -1.291
O -0.078 1.573 1.317
H -1.498 3.082 1.088
H 0.193 3.639 1.188
H 0.797 2.651 -0.920
H -0.486 3.782 -1.194
H -1.836 2.022 -1.614
H 0.243 1.716 2.210